[1]
DFT (ωB97M-V with the def2-TZVPD basis set) results for an isolated molecule of C20H18ClN3O2.

```
44
Properties=species:S:1:pos:R:3
O 3.219 -1.816 2.152
C 2.391 -1.933 1.274
N 2.186 -3.148 0.679
C 1.185 -3.565 -0.199
C 1.476 -4.577 -1.113
C 0.514 -5.029 -1.996
C -0.754 -4.470 -1.967
C -1.067 -3.481 -1.047
C -0.105 -3.037 -0.161
H -0.360 -2.287 0.570
H -2.062 -3.067 -1.017
Cl -1.959 -5.024 -3.073
H 0.746 -5.808 -2.704
H 2.466 -5.008 -1.133
H 2.869 -3.850 0.940
C 1.612 -0.777 0.745
C 1.009 0.091 1.632
C 0.318 1.211 1.155
C 0.272 1.451 -0.228
C 0.913 0.580 -1.113
C 1.574 -0.525 -0.635
H 2.076 -1.195 -1.316
H 0.873 0.802 -2.169
C -0.435 2.624 -0.723
O -0.545 2.922 -1.896
N -1.009 3.419 0.278
C -0.908 3.090 1.599
N -0.293 2.051 2.041
C -1.534 3.984 2.625
H -1.449 3.455 3.574
H -2.593 4.135 2.407
C -0.828 5.342 2.734
C -1.280 6.343 1.676
C -0.969 5.900 0.249
C -1.698 4.620 -0.159
H -2.721 4.620 0.227
H -1.735 4.551 -1.250
H -1.267 6.695 -0.437
H 0.106 5.748 0.131
H -0.785 7.299 1.862
H -2.356 6.507 1.772
H -1.041 5.760 3.720
H 0.251 5.189 2.667
H 1.058 -0.083 2.695
```

Computed properties:
E_LUMO	0.09	eV
2S+1	1
SMILES	O=C(Nc1ccc(Cl)cc1)c1ccc2c(=O)n3c(nc2c1)CCCCC3
energy above the lowest of the compared OMol25 structures with the same formula, charge and spin	0.00	kcal/mol
HOMO	-8.56	eV


[2]
DFT (ωB97M-V with the def2-TZVPD basis set) results for a structure of composition C31H40Cl2FeNP3S3Si.

```
82
Properties=species:S:1:pos:R:3
Fe 0.236 -0.895 0.129
C -4.460 -1.136 5.015
Si -2.770 -1.814 4.600
C -1.703 -1.931 6.129
C -2.949 -3.487 3.794
C -1.954 -0.540 3.448
C -2.095 0.819 3.748
C -1.515 1.815 2.976
C -0.820 1.448 1.842
N -0.677 0.162 1.529
C -1.183 -0.802 2.320
S -0.583 -2.336 1.705
H -4.985 -1.825 5.679
H -5.065 -1.013 4.115
H -4.412 -0.171 5.522
H -2.160 -2.587 6.873
H -1.562 -0.952 6.593
H -0.717 -2.335 5.891
H -3.529 -4.129 4.461
H -1.991 -3.973 3.613
H -3.487 -3.426 2.845
H -2.668 1.111 4.621
H -1.621 2.860 3.229
H -0.353 2.163 1.180
C 2.638 -2.441 2.225
P 2.111 -0.966 1.311
C 2.262 0.346 2.543
C 3.432 -0.732 0.095
C 4.638 -0.089 0.346
C 5.594 -0.009 -0.656
C 5.353 -0.582 -1.897
C 4.152 -1.230 -2.149
C 3.182 -1.302 -1.156
P 1.549 -2.079 -1.390
C 1.259 -2.000 -3.179
C 1.855 -3.871 -1.187
H 3.681 -2.301 2.512
H 2.559 -3.335 1.614
H 2.017 -2.563 3.110
H 3.227 0.263 3.046
H 1.470 0.234 3.284
H 2.175 1.322 2.068
H 4.835 0.362 1.310
H 6.527 0.505 -0.469
H 6.100 -0.515 -2.677
H 3.974 -1.659 -3.127
H 1.946 -2.680 -3.684
H 1.401 -0.987 -3.545
H 0.238 -2.327 -3.381
H 2.845 -4.116 -1.572
H 1.112 -4.417 -1.766
H 1.776 -4.195 -0.153
Cl -2.318 -1.112 -0.938
C -2.784 -2.823 -0.993
Cl -1.542 -3.857 -1.705
H -3.672 -2.891 -1.609
H -2.962 -3.156 0.022
S -2.368 2.381 -0.340
P -0.917 2.203 -1.628
S 0.684 0.871 -1.284
C -1.562 1.804 -3.276
C -2.328 2.789 -3.900
C -2.889 2.546 -5.141
C -2.701 1.316 -5.763
C -1.953 0.332 -5.138
C -1.383 0.578 -3.896
C 0.018 3.737 -1.876
C -0.130 4.793 -0.986
C 0.609 5.955 -1.163
C 1.489 6.062 -2.229
C 1.633 5.008 -3.125
C 0.900 3.847 -2.950
H -2.487 3.743 -3.410
H -3.478 3.314 -5.624
H -3.143 1.129 -6.732
H -1.812 -0.629 -5.616
H -0.808 -0.185 -3.395
H -0.841 4.706 -0.173
H 0.487 6.781 -0.475
H 2.059 6.971 -2.370
H 2.311 5.097 -3.963
H 1.006 3.028 -3.652
```

Computed properties:
E_LUMO (spin up / spin down)	-3.66 / -3.03	eV
2S+1	2
⟨S²⟩	0.81
total charge	+1
energy above the lowest of the compared OMol25 structures with the same formula, charge and spin	0.00	kcal/mol
HOMO (spin up / spin down)	-10.29 / -10.30	eV


[3]
DFT (ωB97M-V with the def2-TZVPD basis set) results for a structure of composition C17H40IrNP3Se.

```
63
Properties=species:S:1:pos:R:3
Ir -0.117 -0.306 1.298
P 0.214 1.665 2.545
P -2.398 0.364 1.082
P 2.233 -0.293 1.004
H -1.394 -3.235 -5.362
C -0.701 -4.053 -5.091
C -0.730 -4.482 -3.776
H -1.504 -4.224 -3.012
C 0.397 3.284 1.646
C -1.146 2.050 3.740
C 1.669 1.720 3.682
C -3.014 -0.677 -0.288
C -3.393 -0.125 2.559
C -2.868 2.090 0.610
C 2.533 -1.512 -0.328
C 3.120 -1.011 2.470
C 3.104 1.232 0.450
H -0.093 -4.243 -6.009
H 0.084 -5.036 -3.300
H 0.481 4.059 2.432
H -0.487 3.484 1.015
H 1.312 3.284 1.029
H -0.813 2.950 4.294
H -1.257 1.203 4.440
H -2.093 2.265 3.215
H 1.576 2.661 4.254
H 2.618 1.721 3.124
H 1.614 0.868 4.378
H -4.117 -0.650 -0.368
H -2.700 -1.707 -0.077
H -2.573 -0.361 -1.244
H -4.460 0.114 2.452
H -3.034 0.357 3.469
H -3.317 -1.207 2.706
H -3.956 2.227 0.511
H -2.415 2.342 -0.360
H -2.524 2.848 1.320
H 3.609 -1.726 -0.448
H 2.123 -1.154 -1.283
H 2.016 -2.437 -0.046
H 4.209 -1.066 2.312
H 2.752 -2.028 2.631
H 2.947 -0.440 3.392
H 4.185 1.081 0.295
H 3.010 2.065 1.153
H 2.676 1.584 -0.499
C 0.193 0.706 -2.983
C -0.146 -0.658 -3.059
C -0.028 -1.223 -4.322
C 0.442 -0.588 -5.470
C 0.812 0.770 -5.384
C 0.686 1.354 -4.132
Se 0.015 1.833 -1.517
H -0.081 0.698 -0.320
H -0.508 -1.300 -2.254
H -0.347 -2.246 -4.288
H 0.540 -1.131 -6.414
H 1.172 1.393 -6.224
H 0.946 2.411 -3.996
N -0.253 -1.694 2.865
H -0.144 -2.650 2.540
H -1.145 -1.657 3.353
H 0.469 -1.559 3.586
```

Computed properties:
E_LUMO (spin up / spin down)	-12.27 / -15.89	eV
2S+1	6
⟨S²⟩	8.79
total charge	+4
energy above the lowest of the compared OMol25 structures with the same formula, charge and spin	12.45	kcal/mol
HOMO (spin up / spin down)	-18.21 / -21.15	eV


[4]
DFT (ωB97M-V with the def2-TZVPD basis set) results for an isolated molecule of C5H8N2.

```
15
Properties=species:S:1:pos:R:3
C -0.748 -1.091 -0.915
C 0.161 -0.171 -0.133
C 0.011 1.319 -0.457
C -0.793 2.038 0.536
N -1.406 2.599 1.342
C 0.590 -0.564 1.227
N 1.542 -0.578 0.116
H -1.802 -0.832 -0.761
H -0.535 -1.024 -1.989
H -0.610 -2.133 -0.604
H -0.450 1.461 -1.441
H 1.006 1.773 -0.490
H 0.220 -1.511 1.617
H 0.765 0.198 1.983
H 1.701 -1.528 -0.211
```

Computed properties:
E_LUMO	0.83	eV
2S+1	1
SMILES	C[C@@]1(CC#N)CN1
energy above the lowest of the compared OMol25 structures with the same formula, charge and spin	30.11	kcal/mol
HOMO	-10.00	eV


[5]
DFT (ωB97M-V with the def2-TZVPD basis set) results for a structure of composition C11H16BF9INO3S.

```
43
Properties=species:S:1:pos:R:3
C -1.679 -0.635 3.224
O -2.363 -1.810 2.755
B -2.098 -2.160 1.444
O -1.104 -3.083 1.205
C -2.946 -1.528 0.238
C -3.104 0.021 0.252
C -2.649 0.471 -1.139
I -4.483 0.581 -2.382
C -1.915 1.797 -1.330
C -0.925 2.148 -0.214
C 0.293 1.200 -0.156
C 1.542 1.786 -0.816
C 2.857 1.327 -0.223
F 2.867 1.533 1.123
F 3.867 2.058 -0.766
C 3.136 -0.186 -0.472
F 2.301 -0.896 0.291
F 2.859 -0.446 -1.754
S 4.915 -0.818 -0.172
F 4.590 -2.111 -1.038
F 5.382 -0.044 -1.476
F 5.270 0.444 0.722
F 4.486 -1.598 1.142
F 6.393 -1.344 0.018
C -2.000 -0.741 -1.790
O -1.271 -0.706 -2.763
N -2.339 -1.877 -1.068
H -0.952 -0.265 2.495
H -1.149 -0.895 4.139
H -2.405 0.156 3.422
H -1.395 -3.839 0.685
H -3.924 -2.019 0.323
H -4.165 0.241 0.346
H -2.600 0.504 1.082
H -2.640 2.606 -1.436
H -1.397 1.724 -2.292
H -1.433 2.113 0.751
H -0.605 3.180 -0.374
H 0.491 0.886 0.869
H 0.030 0.289 -0.702
H 1.550 1.629 -1.894
H 1.562 2.870 -0.658
H -2.847 -2.559 -1.613
```

Computed properties:
E_LUMO	-0.36	eV
2S+1	1
HOMO	-9.57	eV


[6]
DFT (ωB97M-V with the def2-TZVPD basis set) results for a structure of composition C10H16B2Be2Cl2F8N4.

```
44
Properties=species:S:1:pos:R:3
Be 2.551 -1.935 2.399
Be -1.144 -2.980 -1.520
B 0.341 -3.856 1.543
F -0.615 -4.683 2.138
F 0.165 -2.532 1.952
F 1.575 -4.248 1.985
F 0.241 -3.842 0.180
B 0.632 -0.725 -0.786
F 0.487 0.433 -1.416
F 0.924 -1.751 -1.692
F 1.621 -0.733 0.165
F -0.544 -1.002 -0.135
C 0.579 2.822 2.360
C 0.983 1.440 2.555
N 1.352 0.377 2.729
H 0.531 3.402 3.281
H -0.425 2.853 1.937
H 1.331 3.312 1.742
C 1.197 0.185 -4.459
C 0.211 -0.876 -4.310
N -0.600 -1.742 -4.194
H 0.694 1.023 -3.976
H 1.558 0.534 -5.427
H 2.004 -0.038 -3.760
C -3.476 1.924 -1.833
C -3.166 0.508 -1.839
N -2.856 -0.628 -1.854
H -2.620 2.511 -1.501
H -4.313 2.010 -1.140
H -3.822 2.289 -2.800
C 3.562 2.276 -0.872
C 4.830 1.790 -1.547
N 5.793 1.426 -2.138
H 2.717 2.281 -1.561
H 3.573 3.308 -0.522
H 3.259 1.573 -0.096
Cl -3.929 -1.763 4.051
C -2.261 -1.450 3.518
C -2.319 -0.290 2.510
Cl -2.931 1.177 3.244
H -1.861 -2.328 3.012
H -1.564 -1.256 4.334
H -2.942 -0.584 1.665
H -1.323 -0.212 2.074
```

Computed properties:
E_LUMO (spin up / spin down)	-14.77 / -15.20	eV
2S+1	2
⟨S²⟩	0.75
total charge	+3
HOMO (spin up / spin down)	-17.61 / -17.61	eV


[7]
DFT (ωB97M-V with the def2-TZVPD basis set) results for a cluster of 2 separate species, C3H11N5 in total.

```
19
Properties=species:S:1:pos:R:3
N 0.243 -1.462 0.673
C -0.805 -2.044 -0.072
N -0.281 -2.747 -1.164
N -2.086 -1.955 0.066
H -0.034 -1.185 1.675
H 1.052 -2.109 0.658
H 0.612 -3.226 -1.187
H -1.032 -3.068 -1.821
H -2.348 -1.343 0.875
C 1.013 1.587 0.005
C -0.080 2.376 -0.086
N -1.289 2.077 -0.790
N 2.197 1.996 0.698
H 0.932 0.530 -0.255
H -0.078 3.345 0.379
H -2.048 2.531 -0.304
H -1.459 1.063 -0.688
H 2.901 2.402 0.089
H 2.589 1.233 1.247
```

Computed properties:
E_LUMO	0.56	eV
2S+1	1
SMILES	N/C=C/N.N=C(N)N
energy above the lowest of the compared OMol25 structures with the same formula, charge and spin	20.09	kcal/mol
HOMO	-7.70	eV


| no. | strongest force on any atom (eV/A) |
| --- | --- |
| 1 | 0.827 |
| 2 | 0.599 |
| 3 | 2.879 |
| 4 | 1.131 |
| 5 | 0.966 |
| 6 | 4.545 |
| 7 | 2.403 |